Run w
The following is a quantum chemistry calculation of C2H4N6 in the gas phase, from the Open Molecules 2025 dataset.

```
! RIJCOSX wB97M-V def2-TZVPD def2/J DEFGRID3
* xyz 0 1
N -1.561 1.745 0.842
N -1.746 1.207 -0.365
C -1.096 0.211 -0.897
N 0.017 -0.379 -0.346
N 0.731 -1.316 -0.930
C 1.778 -1.402 -0.122
N 1.640 -0.572 0.915
N 0.599 0.107 0.693
H -0.823 1.352 1.483
H -2.219 2.431 1.196
H -1.440 -0.164 -1.890
H 2.619 -2.018 -0.335
*
```

Its SMILES is N/N=C\n1ncnn1. The HOMO energy comes out at -8.8491 eV.

Run x
The following is a quantum chemistry calculation of a molecular structure, C2H4N6, from the Open Molecules 2025 dataset.

```
! RIJCOSX wB97M-V def2-TZVPD def2/J DEFGRID3
* xyz 0 1
C -0.021 0.431 0.609
C 0.392 -0.600 -1.446
H -2.304 0.014 0.496
H -2.526 -0.272 2.650
H -0.068 -1.064 -2.223
H 2.581 -0.746 -2.036
N -2.012 0.300 1.746
N -0.801 0.663 1.658
N -0.530 -0.314 -0.536
N 1.730 0.047 -1.480
N 2.134 0.747 -0.174
N 1.425 0.795 0.736
*
```

The HOMO energy comes out at -7.9093 eV.

Run y
The following is a quantum chemistry calculation of a molecular structure, C2H4N6, from the Open Molecules 2025 dataset.

```
! RIJCOSX wB97M-V def2-TZVPD def2/J DEFGRID3
* xyz 0 1
C -1.068 -0.197 -0.036
C 2.275 -0.659 0.081
H -2.502 1.237 0.253
H -0.754 1.789 0.342
H -2.704 -1.074 -0.433
H 3.149 -1.058 0.558
N -1.508 1.063 0.205
N -1.674 -1.325 -0.309
N 0.423 -0.162 -0.139
N 1.098 -1.166 0.127
N 2.267 0.640 -0.230
N 0.997 0.913 -0.418
*
```

The HOMO energy comes out at -9.9399 eV.

Calculated relative energies: run w 0.0201; run x 0.1983; run y 0.0000, given in hartree

Run w
The following is a quantum chemistry calculation of C2H4N6 in the gas phase, from the Open Molecules 2025 dataset.

```
! RIJCOSX wB97M-V def2-TZVPD def2/J DEFGRID3
* xyz 0 1
N -1.394 -0.219 -2.941
N -0.622 0.047 -1.821
C -0.478 -0.761 -0.805
N 0.260 -0.173 0.330
N 0.445 -0.962 1.455
C 0.793 -0.027 2.369
N 1.022 1.151 1.704
N 0.543 1.111 0.453
H -2.027 -0.974 -3.037
H -1.743 0.707 -3.358
H -1.019 -1.700 -0.654
H 1.127 0.012 3.404
*
```

Its SMILES is N/N=C/n1ncnn1. The HOMO energy comes out at -9.2365 eV.

Run x
The following is a quantum chemistry calculation of C2H4N6 in the gas phase, from the Open Molecules 2025 dataset.

```
! RIJCOSX wB97M-V def2-TZVPD def2/J DEFGRID3
* xyz 0 1
N 2.736 -0.075 0.036
C 1.302 0.056 -0.192
N 0.792 1.246 -0.291
N -0.609 1.277 -0.095
C -1.307 0.152 -0.146
N -2.614 -0.009 0.104
N -0.603 -1.044 -0.299
N 0.623 -1.070 -0.290
H 3.310 0.790 0.316
H 2.938 -0.941 0.683
H -3.180 -1.062 0.472
H -3.389 0.679 -0.298
*
```

Its SMILES is Nc1nnc(N)nn1. The HOMO energy comes out at -8.7761 eV.

Calculated relative energies: run w 0.0000; run x 0.0026, given in hartree